# 1
Density functional theory data (wB97M-V/def2-TZVPD) for a molecular structure, C19H49CuN4O8.

Output
E = -87461.43679 eV
Frontier orbital gap (alpha / beta) = 4.21 / 4.21 eV
Multiplicity = 2
Charge = +1
Lowest unoccupied orbital energy (alpha / beta) = -5.85 / -5.85 eV

XYZ file:
```
81
Properties=species:S:1:pos:R:3:forces:R:3
Cu 19.480185 -19.914319 12.493014 -0.26 -0.18 0.00
O 19.929921 -21.620147 6.587167 -0.21 0.89 1.89
C 19.961396 -21.192187 7.869862 0.55 -1.56 -2.69
O 20.915924 -20.637708 8.407182 1.51 1.17 0.34
O 19.092871 -21.452214 8.677729 -2.30 -0.44 1.37
H 20.764545 -21.295046 6.241740 0.46 -0.01 -0.80
C 23.296451 -20.395133 1.262125 0.05 -0.91 -0.42
O 21.994046 -20.256750 1.748362 -0.64 0.52 0.66
C 21.319104 -19.061707 1.374937 0.99 1.38 0.73
C 20.382784 -19.256545 0.225607 -0.46 -0.69 -0.10
N 20.886159 -18.783502 -1.064952 -0.76 0.94 -0.21
C 19.913689 -18.298672 -2.096191 -0.09 0.52 0.37
C 19.005058 -17.100426 -1.679350 -1.53 -1.71 0.33
O 17.844508 -17.052180 -2.571666 2.43 0.64 -1.39
C 16.745936 -16.255915 -2.224894 -0.39 -0.83 1.21
H 23.296549 -20.397117 0.172125 0.26 0.61 -0.22
H 23.609067 -21.413984 1.490885 0.07 0.02 0.38
H 24.003421 -19.697241 1.710713 0.00 0.22 -0.21
H 21.986460 -18.216431 1.206914 0.80 -0.29 -0.80
H 20.843900 -18.580663 2.229848 -0.70 -0.99 0.54
H 19.410493 -18.861428 0.519978 0.01 0.38 -0.53
H 20.248948 -20.337435 0.268661 -0.34 -0.34 -0.49
H 21.416413 -19.519982 -1.508284 0.10 0.06 0.03
H 19.237382 -19.097992 -2.399175 -0.11 -0.02 -0.27
H 20.517582 -17.955910 -2.936390 -0.05 -0.33 -0.15
H 19.567582 -16.179913 -1.523382 -0.27 0.19 -0.28
H 18.503625 -17.441027 -0.773460 0.44 0.49 0.83
H 16.452273 -16.683314 -1.266146 -0.94 0.15 0.27
H 15.977838 -16.395550 -2.985561 0.09 -0.23 0.10
H 16.801555 -15.183234 -2.039565 1.03 0.25 -0.36
C 14.942157 -15.591268 11.249546 1.04 -0.90 -0.06
C 16.282793 -16.454578 11.199447 0.38 3.23 -1.18
C 17.490371 -15.453559 11.430567 0.87 -1.54 0.66
O 18.770209 -16.178191 11.271861 -0.50 0.76 0.41
C 19.839775 -15.255967 10.950488 -1.04 -0.28 0.02
N 16.284386 -17.439232 12.246521 -0.23 -0.06 0.24
H 14.963710 -14.692484 10.633251 0.11 -0.07 0.03
H 14.790685 -15.324273 12.295431 -0.06 0.32 0.03
H 14.077533 -16.188302 10.959582 0.06 -0.10 -0.11
H 16.433253 -16.878009 10.206384 -0.11 -0.23 0.06
H 17.517581 -15.097977 12.460587 -0.45 -0.17 0.46
H 17.515596 -14.507483 10.889821 -0.37 -0.41 -0.87
H 20.811128 -15.543580 11.352805 -0.11 -0.78 -0.38
H 19.702894 -14.288314 11.433192 -0.42 0.23 -0.24
H 19.763410 -15.211949 9.864059 0.86 0.60 -0.01
H 15.990293 -16.826873 12.993935 0.36 -0.32 1.15
H 15.429782 -17.962001 12.118215 -0.14 -0.67 -0.15
C 22.851403 -29.332666 11.010468 0.48 -0.17 0.02
C 22.708116 -29.515872 9.506442 -0.14 1.42 -0.03
C 23.898863 -29.072990 8.649873 1.46 -1.36 -0.32
O 24.281838 -27.758191 8.534179 -0.76 1.26 1.90
C 23.252094 -27.010529 8.006783 0.49 1.94 -1.38
N 22.448755 -30.877606 9.173428 -0.65 -1.58 0.21
H 23.415133 -28.422842 11.216690 0.00 0.01 0.12
H 23.359985 -30.187539 11.456148 0.24 0.04 -0.02
H 21.880388 -29.260506 11.500404 -0.09 0.05 -0.07
H 21.814955 -28.936582 9.272416 0.07 0.61 -0.49
H 23.768433 -29.405222 7.619970 -0.54 -0.61 -0.24
H 24.865016 -29.481563 8.946070 -0.40 -1.03 0.52
H 22.277815 -26.911760 8.485447 0.02 -0.79 0.50
H 23.152852 -27.356579 6.977945 -0.66 0.21 -0.35
H 23.628657 -25.987685 7.996650 -0.01 0.16 -0.32
H 22.018581 -30.989948 8.266554 0.42 0.30 -0.59
H 21.667978 -31.157553 9.749729 0.05 -0.45 0.56
C 18.869191 -25.601912 14.969718 -1.10 -0.95 0.80
C 19.589800 -24.346261 14.641610 -0.73 0.90 -1.74
C 20.779061 -24.683927 13.764032 -0.81 1.65 -1.13
O 21.354918 -23.410772 13.269224 1.40 -1.42 0.93
C 22.766200 -23.419815 13.497106 1.00 -0.04 0.30
N 18.620985 -23.382154 13.971457 1.41 0.26 0.88
H 18.174521 -25.438606 15.793655 0.35 -0.09 0.53
H 19.552511 -26.421148 15.193379 -0.16 -0.10 0.21
H 18.147783 -25.929852 14.221303 0.51 0.00 -0.66
H 19.923785 -23.830954 15.542170 0.18 -0.04 -0.02
H 20.513560 -25.194158 12.838143 -0.56 -0.20 0.03
H 21.371603 -25.424758 14.300846 0.92 0.75 0.14
H 23.263655 -24.364611 13.278033 -0.46 -0.44 -0.04
H 23.043828 -23.170326 14.521198 -0.41 -0.10 0.39
H 23.390193 -22.736583 12.920969 -0.91 0.55 -0.58
H 18.261635 -23.723343 13.091377 -0.12 -0.40 0.10
H 17.883622 -23.298169 14.656549 -0.50 0.17 -0.36
```
Positions in Å, forces in eV/Å.

Löwdin population analysis, charges in e, atoms 1 to 6: atom 1 (Cu): 0.885, atom 2 (O): 0.187, atom 3 (C): -0.761, atom 4 (O): 0.215, atom 5 (O): 0.236, atom 6 (H): 0.132

# 2
Density functional theory data (wB97M-V/def2-TZVPD) for a molecular structure, C12H23N2O2P2Yb.

Output
E = -69982.32631 eV
Frontier orbital gap (alpha / beta) = 7.32 / 7.64 eV
Multiplicity = 2
Charge = +2
Lowest unoccupied orbital energy (alpha / beta) = -7.06 / -8.06 eV

XYZ file:
```
42
Properties=species:S:1:pos:R:3:forces:R:3
Yb 0.297557 0.911419 -0.017957 -0.43 -0.07 -1.69
P 2.097748 -1.000063 0.402962 0.16 0.26 0.33
C 2.114442 -1.564046 -1.265486 0.46 0.72 -1.60
C 0.998925 -1.556584 -2.121971 0.26 1.07 -0.33
N -0.107105 -0.785920 -1.752034 -0.35 -1.74 0.53
C -1.280402 -1.241085 -2.229309 -0.01 0.35 0.00
C -1.367288 -2.222422 -3.211686 -0.25 -0.37 -0.52
C -0.236852 -2.758874 -3.807887 -0.17 0.48 -0.13
C 0.961015 -2.317520 -3.318835 1.00 -0.54 1.07
C -2.566366 -0.685475 -1.678848 0.35 -0.20 -0.19
P -2.321220 0.809214 -0.681836 -1.75 0.25 -0.48
H 1.902380 -2.721464 -3.651067 0.12 -0.12 -0.20
H -2.334026 -2.525439 -3.575063 -0.28 -0.05 0.15
H -0.282046 -3.486765 -4.612436 -0.10 0.20 0.07
H -3.247050 -0.448901 -2.502547 -0.06 -0.10 0.14
H -3.074702 -1.416136 -1.034988 0.25 -0.09 -0.22
H 3.808323 2.645549 -3.346841 -0.52 -0.11 0.09
H 3.115467 -1.831820 -1.621513 -0.50 -0.37 -0.23
H -0.060057 5.928706 -2.396275 0.76 0.50 -0.33
O 3.186714 2.054308 -2.891252 -1.43 0.13 0.07
H 2.257598 2.322416 -3.129855 1.80 -0.04 -0.09
H 0.907210 2.054131 1.580963 -1.10 -0.30 3.61
O -0.198034 4.984459 -2.332314 -1.39 -0.12 0.75
H -1.111119 5.033352 -1.973386 0.63 -0.49 -0.36
C -2.516787 2.033520 -2.018862 0.24 0.42 -0.11
H -3.467224 1.791245 -2.507196 0.24 0.21 -0.08
H -2.575740 3.051463 -1.613018 0.02 -0.22 -0.15
H -1.698627 1.975608 -2.747532 -0.19 0.11 0.06
C -3.983845 0.909894 0.027355 -0.12 0.17 0.68
H -4.014145 1.719073 0.763535 -0.19 -0.14 -0.08
H -4.720074 1.110384 -0.760860 0.18 -0.11 0.18
H -4.226006 -0.033452 0.528617 -0.02 0.24 0.01
C 2.026357 -2.612910 1.153283 0.00 0.00 0.34
H 2.943980 -3.077506 0.815747 0.18 -0.54 0.33
H 1.942752 -2.531598 2.232312 0.08 -0.33 0.11
H 1.180067 -3.124769 0.706952 -0.14 -0.22 0.23
C 3.782616 -0.387689 0.627495 -0.07 -0.13 0.11
H 3.919730 -0.134153 1.683459 0.22 -0.03 -0.19
H 4.426472 -1.217148 0.336612 0.40 0.18 0.13
H 3.977908 0.482733 -0.009862 0.00 -0.17 0.15
N -0.488987 1.487418 3.381927 2.22 0.22 -2.88
C 0.247042 1.653948 2.474997 -0.56 1.07 0.70
```
Positions in Å, forces in eV/Å.

natural (NBO) population analysis, charges in e, atoms 1 to 6: atom 1 (Yb): 1.476, atom 2 (P): 0.697, atom 3 (C): -0.440, atom 4 (C): 0.139, atom 5 (N): -0.632, atom 6 (C): 0.262